1.
{"formula": "C25H37CoO2", "method": "the ωB97M-V functional and the def2-TZVPD basis", "species": ["O", "C", "C", "H", "H", "C", "H", "H", "C", "H", "H", "H", "C", "H", "H", "H", "Co", "C", "C", "C", "H", "C", "C", "H", "H", "H", "H", "C", "C", "C", "H", "C", "C", "H", "H", "H", "H", "O", "C", "C", "H", "H", "C", "H", "H", "C", "H", "H", "H", "H", "C", "C", "C", "C", "C", "C", "H", "H", "H", "H", "H", "H", "H", "H", "H"], "positions_angstrom": [[1.71941, 2.57991, -1.61444], [1.13594, 1.25638, -1.98120], [1.72812, 1.32787, -3.39163], [0.05626, 1.28173, -1.83291], [1.58742, 0.40990, -1.44938], [2.58607, 2.47621, -2.77834], [0.98589, 1.64365, -4.13416], [2.23775, 0.39052, -3.64335], [2.68427, 3.78312, -3.52142], [1.70711, 4.21493, -3.76960], [3.26180, 3.59015, -4.43437], [3.24500, 4.49643, -2.90328], [3.97238, 1.99619, -2.39608], [3.95954, 0.92016, -2.17060], [4.33193, 2.55362, -1.51998], [4.65230, 2.20426, -3.23262], [0.35872, -1.50081, 1.01559], [2.13693, -3.05544, -0.02366], [0.82088, -3.35944, 0.48693], [-0.13315, -2.82087, -0.49239], [0.58799, -4.06741, 1.28513], [0.63544, -2.24981, -1.56722], [2.01188, -2.44757, -1.29271], [2.84367, -2.23953, -1.96561], [3.06226, -3.34286, 0.46775], [-1.18905, -3.07700, -0.52601], [0.21831, -1.86230, -2.49338], [1.69403, -0.96065, 2.53216], [2.84303, -0.90400, 1.66920], [2.72848, 0.21008, 0.81492], [3.68129, -1.59300, 1.67940], [1.47472, 0.83604, 1.04384], [0.79798, 0.13187, 2.11252], [-0.08269, 0.49310, 2.64433], [1.62959, -1.52802, 3.46013], [3.50341, 0.55025, 0.12651], [1.13163, 1.75200, 0.56613], [-1.83710, 2.15846, -1.78607], [-1.25915, 3.31214, -2.48334], [-2.35277, 4.17081, -3.14119], [-0.48999, 2.97161, -3.20634], [-0.72266, 3.90151, -1.71493], [-3.68025, 3.55977, -2.62551], [-2.27009, 4.18350, -4.23462], [-2.23766, 5.20415, -2.79827], [-3.24876, 2.44743, -1.64514], [-4.31361, 3.20955, -3.44802], [-4.24729, 4.31221, -2.07082], [-3.83029, 1.52514, -1.77052], [-3.40180, 2.83177, -0.62279], [-3.81810, -3.09458, 3.74276], [-2.35559, -3.13458, 4.18974], [-2.15224, -2.26420, 5.42942], [-1.87017, -4.56336, 4.45618], [-1.58193, -2.59803, 3.08048], [-0.86571, -2.08271, 2.23322], [-4.49560, -3.41555, 4.54280], [-3.97426, -3.73087, 2.86131], [-4.10216, -2.07303, 3.45820], [-2.76564, -2.62785, 6.25939], [-1.10149, -2.29611, 5.72968], [-2.42426, -1.22724, 5.21431], [-1.94279, -5.18624, 3.55672], [-0.81660, -4.55306, 4.76185], [-2.44860, -5.03028, 5.26133]], "forces_ev_per_a": [[-0.044, -1.469, -0.392], [0.082, 0.517, 0.145], [-0.374, 0.228, 0.639], [0.223, -0.254, -0.096], [-0.143, 0.494, 0.192], [-0.133, -0.139, -0.357], [0.414, -0.084, -0.054], [-0.003, 0.451, -0.418], [0.111, 0.101, -0.084], [0.197, -0.181, 0.043], [-0.201, 0.268, 0.045], [-0.141, -0.020, -0.164], [0.205, 0.008, 0.131], [0.182, 0.311, -0.003], [-0.086, -0.146, -0.189], [-0.006, -0.318, 0.216], [1.187, 1.338, -1.415], [-0.662, -0.639, -0.511], [0.046, -0.990, -1.788], [0.781, -1.177, -0.017], [0.117, 0.501, -0.284], [0.597, -0.730, 0.430], [-0.385, 0.032, 0.068], [-0.288, 0.280, 0.311], [-0.258, 0.072, -0.191], [0.274, 0.264, 0.065], [0.083, 0.102, 0.308], [-0.086, 1.516, 0.036], [-0.140, 0.833, 0.232], [-0.317, 0.076, 0.184], [-0.190, 0.206, 0.163], [0.463, -0.578, 0.694], [1.583, 0.494, 0.881], [0.398, -0.208, -0.183], [-0.218, 0.015, -0.542], [-0.473, -0.224, 0.047], [0.005, -0.390, 0.067], [-1.010, 1.302, -1.510], [0.854, -0.052, 0.609], [-0.013, -0.275, 0.298], [-0.596, -0.010, 0.452], [-0.151, -0.227, -0.375], [0.297, 0.076, -0.086], [-0.120, -0.167, 0.268], [-0.078, -0.160, -0.126], [0.056, 0.108, 0.524], [0.211, -0.102, 0.203], [-0.039, -0.125, -0.166], [0.301, 0.147, 0.047], [-0.031, -0.299, -0.166], [-0.528, -0.059, -0.031], [-0.245, -0.192, -0.227], [0.085, 0.070, 0.078], [0.039, -0.277, 0.164], [1.072, 0.772, -0.534], [-2.859, -1.115, 2.050], [0.112, -0.073, -0.076], [0.032, 0.091, 0.247], [0.111, -0.197, 0.092], [0.033, 0.010, -0.058], [-0.097, 0.082, 0.035], [0.030, -0.101, 0.066], [-0.087, 0.142, 0.161], [-0.187, 0.034, -0.049], [0.009, 0.036, -0.101]], "mulliken_spin": [0.001, -0.014, -0.003, 0.010, 0.000, -0.001, 0.000, 0.001, 0.000, 0.000, 0.000, 0.000, 0.000, 0.000, 0.000, 0.000, 2.749, 0.206, 0.024, -0.023, -0.003, 0.222, 0.050, 0.001, -0.008, -0.006, 0.010, 0.077, 0.162, 0.064, -0.005, 0.259, -0.020, -0.001, 0.000, 0.012, 0.026, 0.000, 0.000, 0.000, 0.000, 0.000, 0.000, 0.000, 0.000, 0.000, 0.000, 0.000, 0.000, 0.000, 0.007, 0.004, 0.001, 0.006, 0.089, 0.107, 0.001, -0.002, 0.000, 0.002, -0.001, -0.001, -0.001, 0.000, 0.000], "e_homo_ha": [-0.2661, -0.2783], "multiplicity": 5, "total_charge": 0, "gap_ev": [7.943, 6.192]}



2.
{"formula": "C25H37CuN3PS", "method": "the ωB97M-V functional and the def2-TZVPD basis", "species": ["Cu", "S", "C", "C", "C", "C", "C", "N", "H", "H", "H", "H", "C", "C", "C", "C", "C", "C", "C", "C", "N", "H", "H", "H", "H", "H", "H", "C", "C", "C", "C", "P", "N", "C", "C", "C", "C", "C", "C", "C", "C", "H", "H", "H", "H", "H", "H", "H", "H", "H", "H", "H", "H", "H", "H", "H", "H", "H", "H", "H", "H", "H", "H", "H", "H", "H", "H", "H"], "positions_angstrom": [[0.38741, -0.06883, 0.17473], [-0.37718, 1.94348, -0.63008], [-1.37191, 1.00608, -1.70975], [-2.33428, 1.57945, -2.57205], [-3.11369, 0.77076, -3.36474], [-2.94933, -0.61455, -3.31668], [-1.98906, -1.10501, -2.45808], [-1.21949, -0.33848, -1.67146], [-2.44288, 2.65595, -2.58563], [-3.85669, 1.20881, -4.02229], [-3.54359, -1.28358, -3.92536], [-1.81464, -2.17483, -2.38119], [1.96415, -0.35856, -1.04248], [1.99598, -1.80710, -1.01689], [2.65588, -2.52186, 0.01103], [2.61065, -3.89784, 0.09040], [1.88968, -4.64092, -0.84586], [1.23261, -3.96328, -1.87619], [1.28763, -2.58709, -1.96282], [1.82671, -6.08516, -0.75324], [1.77149, -7.23343, -0.67472], [1.75666, 0.08326, -2.00984], [2.80046, 0.12110, -0.53823], [3.19521, -1.95961, 0.76704], [3.11827, -4.41455, 0.89583], [0.67492, -4.53398, -2.60899], [0.76147, -2.07441, -2.76084], [-0.18110, 0.04442, 4.81427], [-1.61148, -0.28790, 4.33987], [-2.35374, -1.02050, 5.46757], [-2.29670, 1.07206, 4.10548], [-1.49340, -1.15286, 2.64626], [-0.41316, -0.44901, 1.81320], [-3.19361, -1.07013, 1.80098], [-3.17815, -2.09535, 0.65057], [-3.32540, 0.32312, 1.13671], [-4.43633, -1.34426, 2.65624], [-1.07133, -2.98469, 2.95558], [0.12675, -3.01683, 3.92317], [-2.18146, -3.88040, 3.52462], [-0.55695, -3.60007, 1.64151], [-0.21627, 0.92817, 5.46398], [0.46085, 0.27039, 3.96045], [0.26286, -0.76655, 5.39136], [-2.43533, -0.35029, 6.33490], [-1.82068, -1.90947, 5.80437], [-3.36596, -1.31732, 5.19471], [-2.17396, 1.68177, 5.00830], [-3.36494, 0.97645, 3.92324], [-1.84375, 1.60633, 3.26645], [-2.26783, -2.01947, 0.05424], [-4.02753, -1.88798, -0.01043], [-3.28177, -3.12110, 1.00517], [-2.35479, 0.73640, 0.85813], [-3.82656, 1.03931, 1.78787], [-3.92628, 0.23373, 0.22428], [-4.40872, -2.31239, 3.15747], [-5.31729, -1.34064, 2.00059], [-4.60127, -0.57524, 3.40829], [-0.14850, -2.76253, 4.94525], [0.91947, -2.33890, 3.59611], [0.53213, -4.03536, 3.93695], [-2.62346, -3.48928, 4.43898], [-1.75245, -4.86252, 3.76564], [-2.98426, -4.05364, 2.80883], [0.07174, -2.89508, 1.09679], [-1.36051, -3.92647, 0.98378], [0.05020, -4.48274, 1.87591]], "forces_ev_per_a": [[0.042, -0.132, 0.488], [-0.302, 0.210, -0.540], [-0.008, -0.263, 0.033], [0.131, 0.065, 0.088], [-0.023, 0.042, 0.005], [0.017, 0.030, -0.019], [0.239, 0.186, 0.189], [-0.315, 0.130, -0.288], [-0.010, -0.016, -0.009], [0.015, 0.013, 0.014], [0.015, 0.019, 0.021], [0.007, 0.011, 0.031], [-0.014, -0.263, 0.136], [-0.013, -0.065, 0.026], [0.039, -0.047, -0.021], [0.052, 0.122, 0.125], [0.008, -0.558, -0.023], [-0.070, 0.121, -0.080], [0.007, -0.055, 0.028], [0.003, 0.663, -0.020], [0.013, -0.024, -0.009], [-0.075, 0.038, -0.065], [0.070, 0.007, 0.012], [-0.019, -0.043, -0.039], [0.015, 0.024, 0.005], [-0.007, 0.022, -0.016], [0.039, -0.043, 0.039], [-0.005, 0.024, 0.014], [-0.077, 0.072, 0.131], [0.022, 0.123, 0.033], [0.029, -0.030, -0.021], [0.162, 0.118, -0.172], [0.251, -0.219, -0.082], [-0.105, 0.007, -0.153], [-0.006, -0.023, 0.024], [-0.016, -0.078, 0.076], [-0.043, -0.001, -0.087], [0.019, -0.075, 0.083], [0.017, -0.021, -0.034], [0.113, -0.059, -0.003], [-0.011, -0.061, -0.009], [-0.008, -0.115, -0.022], [-0.059, -0.008, 0.004], [0.015, 0.008, -0.056], [0.022, -0.045, -0.089], [-0.001, -0.008, -0.031], [-0.038, 0.014, -0.062], [-0.022, -0.034, -0.057], [-0.039, -0.010, -0.046], [0.004, -0.071, 0.040], [-0.035, 0.054, 0.084], [0.040, -0.022, 0.045], [-0.004, 0.032, 0.007], [-0.026, -0.073, 0.023], [0.020, 0.009, 0.055], [0.005, 0.005, 0.079], [0.042, -0.021, -0.010], [0.060, -0.008, 0.041], [0.021, 0.028, 0.061], [-0.021, 0.005, 0.002], [-0.078, -0.034, -0.027], [-0.026, 0.067, 0.011], [-0.001, 0.055, 0.058], [-0.024, 0.078, -0.037], [0.003, 0.038, -0.019], [-0.003, 0.012, 0.035], [0.020, 0.024, 0.017], [-0.072, 0.049, -0.018]], "mulliken_spin": [0.586, 0.150, 0.008, -0.009, 0.003, -0.001, -0.002, -0.004, -0.004, 0.000, 0.000, -0.001, 0.078, -0.036, 0.061, -0.033, 0.059, -0.028, 0.078, -0.010, 0.023, -0.002, -0.005, 0.002, -0.002, -0.001, 0.005, 0.000, -0.008, -0.001, 0.000, -0.009, 0.082, 0.013, 0.001, 0.001, -0.001, 0.018, -0.002, 0.002, -0.005, 0.000, -0.002, 0.001, 0.000, 0.000, 0.000, 0.000, -0.001, 0.000, 0.003, 0.001, 0.000, 0.002, 0.002, 0.000, 0.000, 0.000, 0.000, 0.000, -0.004, 0.000, 0.000, 0.000, 0.000, -0.007, 0.001, 0.001], "e_homo_ha": [-0.1407, -0.1542], "multiplicity": 2, "total_charge": -1, "gap_ev": [6.557, 6.694]}



Calculated total energy in eV, matching the order above: -68239.0318; -95761.1129